(1)
{"formula": "C5H11NO", "method": "the ωB97M-V functional and the def2-TZVPD basis", "e_above_lowest_kj_mol": 247.5, "lumo_energy_ev": 1.06, "homo_energy_ev": -9.085, "smiles": "C=CCCNCO", "species": ["C", "C", "C", "C", "N", "C", "O", "H", "H", "H", "H", "H", "H", "H", "H", "H", "H", "H"], "xyz": [[1.162, 1.950, 1.701], [1.030, 0.640, 1.507], [1.528, -0.087, 0.242], [0.467, -0.992, -0.258], [-0.579, -0.238, -0.950], [-1.736, -0.920, -1.492], [-2.996, -0.369, -0.999], [0.818, 2.545, 2.536], [1.443, 2.538, 0.830], [0.887, -0.062, 2.324], [2.414, -0.558, 0.689], [1.975, 0.609, -0.468], [0.030, -1.663, 0.483], [0.878, -1.706, -0.990], [-0.955, 0.468, -0.323], [-1.750, -0.714, -2.559], [-1.859, -1.994, -1.340], [-2.758, 0.552, -0.935]], "forces_ev_per_a": [[-0.8, 0.1, -1.0], [1.3, 0.2, -0.2], [0.7, 1.2, 2.4], [-0.6, -1.6, -1.8], [-0.2, 0.4, 0.6], [-1.3, 0.2, -0.6], [1.4, -0.6, 0.1], [0.3, -0.4, 0.4], [0.1, 0.1, 0.1], [-0.7, 0.2, 0.1], [-0.2, -0.8, -0.5], [-0.6, 0.0, -0.3], [0.2, 0.2, 0.7], [0.1, 0.3, 0.0], [0.4, 0.0, 0.1], [0.1, -0.3, -0.3], [0.7, 0.0, 0.3], [-0.6, 0.8, 0.1]], "nbo_charge": [-0.404, -0.172, -0.454, -0.217, -0.655, 0.094, -0.710, 0.205, 0.185, 0.194, 0.225, 0.221, 0.175, 0.193, 0.355, 0.148, 0.166, 0.451]}

(2)
{"formula": "C4H24NO10S", "method": "the ωB97M-V functional and the def2-TZVPD basis", "e_above_lowest_kj_mol": 457.1, "lumo_energy_ev": 2.53, "homo_energy_ev": -5.552, "charge": -1, "species": ["O", "C", "C", "C", "S", "N", "C", "O", "H", "H", "H", "H", "H", "H", "H", "H", "H", "H", "O", "H", "H", "O", "H", "H", "O", "H", "H", "O", "H", "H", "O", "H", "H", "O", "H", "H", "O", "H", "H", "O"], "xyz": [[-2.245, -1.696, -0.879], [-1.780, -2.005, 0.228], [-1.480, -0.819, 1.118], [-2.092, -0.823, 2.478], [-3.762, -1.462, 2.361], [-0.037, -0.627, 0.986], [0.402, 0.537, 0.131], [-0.303, 1.581, 0.529], [-1.474, -3.048, 0.237], [-2.144, 0.080, 0.582], [-2.137, 0.190, 2.977], [-1.452, -1.521, 3.126], [-4.278, -0.287, 1.731], [0.367, -0.374, 1.869], [1.515, 0.790, 0.089], [0.116, 0.273, -0.915], [-1.103, -0.203, -3.593], [-1.016, 0.978, -2.596], [-0.992, 0.761, -3.526], [2.955, 0.336, -2.274], [2.514, 0.841, -3.533], [3.193, 1.018, -2.898], [-0.680, 3.169, -0.468], [-0.250, 3.725, 0.790], [-0.662, 4.057, -0.023], [2.199, 0.924, 2.632], [2.455, 1.873, 1.453], [2.881, 1.287, 2.099], [2.183, -3.207, -1.104], [0.983, -2.497, -0.555], [1.249, -2.977, -1.387], [1.063, -0.534, -2.221], [1.654, -1.708, -2.439], [1.662, -0.910, -2.955], [1.697, -1.269, 1.003], [3.147, -1.677, 0.549], [2.243, -1.824, 0.503], [-1.705, 1.728, 1.359], [-2.296, 3.065, 1.095], [-2.593, 2.255, 1.445]], "forces_ev_per_a": [[0.4, -0.8, 1.3], [-1.1, 1.6, -3.6], [-1.5, 2.6, -2.0], [1.6, -0.4, 2.0], [-1.1, 1.3, -0.4], [1.1, -0.4, 0.1], [-1.3, 0.6, -0.8], [0.4, 1.3, 0.3], [0.4, -0.3, 1.3], [2.1, -2.2, 0.9], [0.3, -1.1, -0.7], [-1.2, 0.8, -0.4], [0.7, -1.5, 0.8], [-0.3, 0.1, 0.9], [-0.9, -1.3, 0.4], [0.2, -0.4, 0.0], [0.1, 0.6, 0.3], [-0.1, -0.1, 0.4], [-0.1, -0.4, -0.6], [0.2, -0.3, 0.3], [-0.5, 0.0, -0.8], [1.1, 1.2, 0.4], [0.0, 0.8, 0.4], [0.0, 0.3, -0.1], [0.0, -0.5, -0.2], [-1.1, -0.2, 0.6], [-0.1, -0.3, 0.4], [1.2, 0.6, -0.8], [-1.8, 0.2, -0.6], [0.2, -0.6, -1.2], [0.9, -0.8, 1.1], [0.8, 0.5, -2.0], [0.5, -2.3, -0.2], [-2.1, 1.2, 1.8], [-0.9, 1.4, 1.2], [2.3, 1.0, 0.6], [-0.1, -2.2, -0.9], [-1.4, 1.1, -0.3], [0.4, 1.8, -0.9], [0.6, -2.6, 1.2]], "nbo_charge": [-0.555, 0.393, -0.199, -0.545, -0.056, -0.718, 0.136, -0.977, 0.155, 0.268, 0.260, 0.206, 0.170, 0.343, 0.140, 0.078, 0.478, 0.476, -0.951, 0.473, 0.478, -0.962, 0.501, 0.474, -0.988, 0.463, 0.489, -0.948, 0.474, 0.508, -0.964, 0.460, 0.488, -0.987, 0.501, 0.480, -0.986, 0.501, 0.474, -1.032]}

(3)
{"formula": "C42H38IrN10PS", "method": "the ωB97M-V functional and the def2-TZVPD basis", "e_above_lowest_kj_mol": 0.0, "lumo_energy_ev": -5.79, "homo_energy_ev": -13.164, "charge": 2, "species": ["Ir", "N", "C", "S", "N", "N", "C", "C", "C", "C", "C", "C", "C", "C", "C", "C", "C", "C", "N", "H", "H", "H", "H", "H", "H", "H", "H", "H", "H", "H", "N", "C", "C", "C", "C", "C", "C", "P", "C", "C", "C", "C", "C", "C", "C", "C", "C", "C", "C", "C", "H", "H", "H", "H", "H", "H", "H", "H", "H", "H", "H", "H", "H", "H", "H", "H", "C", "C", "N", "C", "C", "N", "C", "N", "N", "N", "C", "C", "C", "C", "C", "C", "H", "H", "H", "H", "H", "H", "H", "H", "H", "H", "H"], "xyz": [[0.280, 0.289, -0.008], [3.070, -2.573, 1.570], [2.086, -1.834, 1.041], [2.257, -0.088, 1.176], [1.077, -2.482, 0.507], [0.099, -1.685, -0.003], [-1.002, -2.210, -0.444], [-1.278, -3.657, -0.433], [-1.518, -4.325, -1.634], [-1.768, -5.688, -1.631], [-1.798, -6.384, -0.431], [-1.568, -5.720, 0.766], [-1.300, -4.361, 0.768], [-1.966, -1.236, -0.995], [-3.209, -1.603, -1.482], [-4.026, -0.639, -2.054], [-3.573, 0.667, -2.138], [-2.339, 0.972, -1.594], [-1.562, 0.060, -1.014], [3.891, -2.141, 1.957], [3.049, -3.573, 1.453], [-1.493, -3.785, -2.574], [-1.940, -6.206, -2.565], [-1.999, -7.446, -0.428], [-1.592, -6.264, 1.700], [-1.107, -3.844, 1.699], [-3.524, -2.634, -1.413], [-5.001, -0.910, -2.436], [-4.162, 1.446, -2.599], [-1.954, 1.983, -1.632], [0.620, 2.410, 0.099], [1.647, 2.936, -0.818], [2.117, 4.227, -0.650], [3.099, 4.704, -1.505], [3.606, 3.894, -2.514], [3.124, 2.606, -2.676], [2.134, 2.118, -1.827], [1.399, 0.475, -2.000], [0.228, 0.612, -3.377], [-0.083, 1.833, -3.963], [-1.041, 1.899, -4.970], [-1.690, 0.749, -5.389], [-1.380, -0.476, -4.806], [-0.426, -0.546, -3.807], [2.689, -0.626, -2.639], [2.793, -0.799, -4.023], [3.816, -1.564, -4.560], [4.749, -2.164, -3.728], [4.664, -1.981, -2.356], [3.648, -1.213, -1.813], [-0.224, 2.969, -0.005], [0.935, 2.593, 1.051], [1.731, 4.854, 0.145], [3.478, 5.709, -1.377], [4.379, 4.268, -3.170], [3.523, 1.970, -3.457], [0.422, 2.739, -3.651], [-1.267, 2.851, -5.433], [-2.427, 0.801, -6.180], [-1.874, -1.378, -5.145], [-0.169, -1.508, -3.374], [2.080, -0.343, -4.695], [3.881, -1.689, -5.633], [5.546, -2.763, -4.148], [5.400, -2.431, -1.702], [3.624, -1.047, -0.749], [-2.470, 2.138, 1.568], [-1.863, 0.968, 2.256], [-0.820, 0.248, 1.863], [-0.584, -0.692, 2.847], [-1.493, -0.532, 3.835], [-2.300, 0.515, 3.451], [-3.487, 0.983, 4.167], [-4.693, 0.528, 3.555], [-5.415, 1.379, 2.771], [-6.433, 0.772, 2.316], [-6.431, -0.523, 2.794], [-7.340, -1.565, 2.592], [-7.067, -2.759, 3.218], [-5.925, -2.921, 4.030], [-5.022, -1.903, 4.239], [-5.306, -0.694, 3.600], [-2.141, 2.176, 0.535], [-2.190, 3.069, 2.068], [-3.559, 2.089, 1.571], [0.211, -1.412, 2.778], [-1.642, -1.064, 4.759], [-3.508, 2.070, 4.174], [-3.413, 0.619, 5.190], [-8.218, -1.425, 1.979], [-7.744, -3.594, 3.101], [-5.762, -3.876, 4.511], [-4.159, -2.040, 4.877]], "forces_ev_per_a": [[0.0, 0.1, -0.2], [0.0, 0.0, -0.1], [-0.1, 0.0, 0.1], [-0.1, -0.1, 0.1], [0.1, -0.1, 0.0], [-0.1, -0.2, 0.0], [0.1, 0.1, 0.0], [0.0, -0.1, 0.0], [0.0, 0.0, 0.0], [0.0, 0.0, 0.0], [0.0, 0.0, 0.0], [0.0, 0.0, 0.0], [0.0, 0.0, 0.0], [0.0, 0.0, 0.0], [0.0, 0.0, 0.0], [0.0, 0.0, 0.0], [0.0, 0.0, 0.0], [0.0, 0.0, 0.0], [-0.1, -0.1, 0.2], [0.0, 0.0, 0.0], [0.0, 0.0, 0.0], [0.0, 0.0, 0.0], [0.0, 0.0, 0.0], [0.0, 0.0, 0.0], [0.0, 0.0, 0.0], [0.0, 0.0, 0.0], [0.0, 0.0, 0.0], [0.0, 0.0, 0.0], [0.0, 0.0, 0.0], [0.0, 0.0, 0.0], [0.0, 0.0, 0.0], [0.0, 0.0, 0.0], [0.0, 0.0, 0.0], [0.0, 0.0, 0.0], [0.0, 0.0, 0.0], [0.0, 0.0, 0.0], [0.0, 0.0, 0.0], [0.1, 0.0, -0.1], [0.0, 0.0, 0.0], [0.0, 0.0, 0.0], [0.0, 0.0, 0.0], [0.0, 0.0, 0.0], [0.0, 0.0, 0.0], [0.0, 0.0, 0.0], [0.0, 0.0, -0.1], [0.0, 0.0, 0.0], [0.0, 0.0, 0.0], [0.0, 0.0, 0.0], [0.0, 0.0, 0.0], [0.0, 0.0, 0.0], [0.0, 0.0, 0.0], [0.0, 0.0, 0.0], [0.0, 0.0, 0.0], [0.0, 0.0, 0.0], [0.0, 0.0, 0.0], [0.0, 0.0, 0.0], [0.0, 0.0, 0.0], [0.0, 0.0, 0.0], [0.0, 0.0, 0.0], [0.0, 0.0, 0.0], [0.0, 0.0, 0.0], [0.0, 0.0, 0.0], [0.0, 0.0, 0.0], [0.0, 0.0, 0.0], [0.0, 0.0, 0.0], [0.0, 0.0, 0.0], [0.0, 0.1, 0.0], [-0.1, 0.0, 0.0], [0.0, 0.1, -0.1], [0.0, -0.1, 0.1], [-0.1, -0.1, -0.1], [0.1, 0.1, 0.0], [0.0, 0.0, -0.1], [-0.1, 0.0, 0.1], [0.1, 0.0, 0.0], [-0.1, 0.0, -0.1], [0.1, 0.0, 0.0], [0.0, 0.0, 0.0], [0.0, 0.0, 0.0], [0.0, 0.0, 0.0], [0.0, 0.0, 0.0], [0.0, 0.0, -0.1], [0.0, 0.0, 0.1], [0.0, 0.0, 0.0], [0.0, 0.0, 0.0], [0.0, 0.0, 0.0], [0.0, 0.0, 0.0], [0.0, 0.0, 0.0], [0.0, 0.0, 0.0], [0.0, 0.0, 0.0], [0.0, 0.0, 0.0], [0.0, 0.0, 0.0], [0.0, 0.0, 0.0]], "lowdin_charge": [0.996, 0.123, -0.824, 0.660, 0.053, -0.158, -0.161, -0.193, -0.037, -0.054, -0.054, -0.053, -0.024, -0.190, 0.033, 0.000, -0.008, -0.131, -0.056, 0.106, 0.124, 0.115, 0.115, 0.116, 0.113, 0.111, 0.129, 0.129, 0.128, 0.118, -0.052, -0.294, -0.010, -0.034, -0.037, -0.043, -0.308, 0.973, -0.376, -0.074, -0.053, -0.054, -0.056, -0.113, -0.325, -0.082, -0.050, -0.047, -0.052, -0.091, 0.098, 0.106, 0.126, 0.122, 0.122, 0.120, 0.108, 0.117, 0.117, 0.117, 0.113, 0.106, 0.117, 0.118, 0.115, 0.035, 0.017, -0.305, -0.049, -0.118, -0.017, 0.007, -0.048, -0.059, 0.043, 0.089, -0.222, 0.001, -0.066, -0.065, -0.012, -0.167, 0.029, 0.106, 0.071, 0.087, 0.131, 0.146, 0.151, 0.121, 0.111, 0.112, 0.102]}